[1]
{
  "formula": "C17H48Ag2N3O6",
  "method": "ωB97M-V with the def2-TZVPD basis set",
  "homo_lumo_gap_ev": [6.45, 2.82],
  "spin_multiplicity": 3,
  "s_squared": 2.0119,
  "e_tot_ha": -1584.96682,
  "total_charge": 3,
  "homo_ev": [-15.92, -15.92],
  "species": ["Ag", "Ag", "O", "O", "O", "O", "O", "O", "N", "N", "N", "C", "C", "C", "C", "C", "C", "C", "C", "C", "C", "C", "C", "C", "C", "C", "C", "C", "H", "H", "H", "H", "H", "H", "H", "H", "H", "H", "H", "H", "H", "H", "H", "H", "H", "H", "H", "H", "H", "H", "H", "H", "H", "H", "H", "H", "H", "H", "H", "H", "H", "H", "H", "H", "H", "H", "H", "H", "H", "H", "H", "H", "H", "H", "H", "H"],
  "xyz": [[-0.744976, -1.514062, 0.756372], [2.841401, -0.320132, 0.072650], [-2.176123, 0.954850, 4.107418], [-5.593430, 4.009743, -0.020303], [0.831309, -2.552185, -3.700434], [2.827731, -0.004168, 2.289800], [0.540260, 0.413534, 0.179634], [-2.870269, -0.576769, 0.626117], [4.698710, -1.455816, 0.697928], [-1.450168, -2.413983, -1.191073], [3.001635, -1.115652, -2.006283], [1.937323, -1.780606, -4.140466], [2.098185, -0.619153, -3.156502], [-2.279996, -1.210561, -1.628129], [1.993406, 0.698579, 3.250216], [-1.594631, 2.213463, 3.747689], [3.935163, -0.677278, 2.911517], [-2.917784, -1.493307, -3.018873], [-4.290098, 3.599870, -0.422162], [0.633398, -3.717203, -4.474710], [0.023836, 1.597139, -0.245810], [-3.387426, -1.001657, -0.637168], [-2.300032, 3.275254, 4.478412], [-3.936204, -0.226548, 1.534393], [-3.210938, 4.432814, 0.249993], [2.677481, 0.576584, -3.883487], [5.628403, -2.438063, 2.765160], [4.404854, -1.885498, 2.109857], [-3.454037, 5.485240, 0.142608], [-2.121961, -1.664782, -3.750425], [-0.521164, 2.223612, 3.980407], [-1.959657, 3.408404, 5.495797], [6.457347, -1.716640, 2.785468], [1.166891, 1.162824, 2.711452], [0.523531, 2.433816, 0.304099], [3.581647, -2.606646, 2.146426], [-1.699276, 0.237276, 3.678671], [0.234199, -4.515198, -3.852338], [0.235894, 1.771288, -1.314186], [-4.018197, -1.892625, -0.523824], [3.669193, 0.372791, -4.294949], [2.552836, 1.477539, 3.769861], [-3.445955, -0.611218, -3.386451], [-1.649538, -0.340343, -1.821186], [1.084063, -0.445347, -2.791597], [-1.716659, 2.360829, 2.657909], [2.862035, 1.429063, -3.211802], [-3.379326, 3.102089, 4.429836], [-2.178053, -3.140326, -1.169747], [-1.045333, 1.693869, -0.022173], [-3.619043, 0.306255, 2.431508], [-3.074789, 4.161342, 1.295950], [5.351544, -0.662660, 0.794019], [2.842906, -2.409025, -4.194959], [-3.594941, -2.347760, -3.020955], [3.956485, -1.124005, -2.395313], [-0.056002, -3.546196, -5.305175], [5.239806, -2.205219, 0.247917], [-4.220406, 2.515707, -0.193768], [-6.034678, 3.380753, 0.548263], [1.714265, -1.398124, -5.144453], [-2.265040, 4.253430, -0.283940], [-4.660875, 0.434780, 1.049466], [4.757428, 0.045984, 3.035070], [1.576540, -4.077554, -4.900773], [3.668319, -1.005005, 3.917814], [-0.875553, -2.698671, -1.993001], [1.551931, 0.010639, 3.978067], [-4.050915, -0.218059, -1.023007], [-4.207092, 3.677578, -1.512003], [1.950438, 0.914823, -4.614790], [-2.218563, 4.222373, 3.931185], [2.785399, -2.124007, -1.946997], [-4.473024, -1.102476, 1.920116], [6.041665, -3.355558, 2.344538], [5.414665, -2.644039, 3.819627]],
  "forces_ev_per_angstrom": [[-0.060, -0.244, -0.032], [0.139, -0.711, -0.446], [0.161, -0.115, -0.004], [0.282, 0.580, -0.466], [0.413, 0.257, 0.741], [-0.264, -0.368, -0.038], [0.885, -0.328, 0.304], [-0.228, 0.221, 0.419], [0.197, 0.536, 0.895], [-0.884, 0.534, -0.798], [-0.534, -0.324, -0.718], [-0.654, -0.217, -0.063], [0.445, -0.423, -0.430], [-0.444, -1.300, -1.645], [-0.466, 0.267, -0.096], [0.393, -0.918, -0.779], [0.782, 0.326, 0.191], [0.507, 0.308, 0.135], [-0.741, -0.734, 0.410], [0.032, -0.823, -0.721], [-0.894, 0.581, -0.203], [-0.355, 0.871, 0.074], [-1.038, 1.361, -0.302], [-0.928, 0.077, 0.631], [0.229, -0.580, -0.491], [0.366, 0.669, 1.255], [1.190, -0.182, 0.842], [-0.855, 0.524, 0.223], [-0.004, 0.093, 0.150], [-0.044, -0.180, 0.109], [-0.015, -0.027, -0.011], [-0.102, -0.050, 0.201], [-0.232, 0.032, -0.135], [0.192, -0.007, -0.136], [0.161, -0.234, -0.155], [0.179, -0.118, -0.523], [0.054, 0.041, 0.141], [-0.066, 0.104, 0.143], [0.179, 0.096, 0.151], [0.244, -0.119, 0.032], [-0.291, -0.208, -0.460], [0.146, -0.113, -0.113], [-0.155, -0.080, 0.170], [0.148, 0.065, 0.694], [0.193, 0.195, 0.388], [0.085, -0.001, 0.117], [-0.247, -0.157, 0.008], [0.106, -0.267, 0.376], [0.540, -0.100, 0.476], [0.091, -0.107, -0.042], [0.769, -0.026, -0.319], [-0.121, 0.178, 0.104], [-0.055, -0.326, -0.269], [-0.073, 0.183, -0.089], [-0.011, 0.014, 0.095], [-0.222, 0.369, 0.443], [0.019, 0.162, 0.058], [-0.546, 0.259, -0.362], [0.472, 0.300, -0.038], [0.115, -0.208, 0.094], [0.259, 0.095, 0.088], [-0.024, 0.119, 0.148], [0.149, -0.183, -0.258], [-0.136, -0.082, -0.097], [-0.071, 0.031, 0.098], [-0.201, -0.041, -0.105], [0.221, 0.273, 0.390], [0.313, -0.133, -0.132], [0.078, -0.013, 0.062], [-0.172, 0.205, 0.102], [0.253, -0.038, -0.334], [0.415, -0.001, 0.281], [-0.046, 0.426, 0.391], [0.174, -0.117, -0.466], [-0.352, -0.030, -0.203], [-0.044, -0.116, -0.152]],
  "mulliken_spin": [0.030, 0.364, 0.000, 0.000, 0.003, 0.042, 0.842, 0.000, 0.282, 0.022, 0.219, 0.017, 0.005, -0.011, -0.003, 0.000, 0.003, 0.001, 0.000, 0.000, -0.001, 0.000, 0.000, 0.000, 0.000, 0.003, 0.027, -0.011, 0.000, 0.000, 0.000, 0.000, 0.000, 0.004, 0.109, 0.003, 0.000, 0.000, 0.054, 0.000, -0.001, 0.000, 0.000, 0.008, -0.003, 0.000, 0.000, 0.000, 0.000, 0.003, 0.000, 0.000, -0.006, 0.003, 0.000, -0.003, 0.000, 0.000, 0.000, 0.000, 0.003, 0.000, 0.000, 0.001, 0.000, -0.002, -0.001, 0.002, 0.000, 0.000, 0.000, 0.000, -0.010, 0.000, -0.001, 0.004]
}

---

[2]
{
  "formula": "C4H9N5",
  "method": "ωB97M-V with the def2-TZVPD basis set",
  "homo_lumo_gap_ev": 7.71,
  "spin_multiplicity": 1,
  "e_tot_ha": -431.32047,
  "total_charge": 0,
  "de_lowest_kcal_mol": 180.0,
  "homo_ev": -7.32,
  "species": ["N", "N", "N", "N", "N", "C", "C", "C", "C", "H", "H", "H", "H", "H", "H", "H", "H", "H"],
  "xyz": [[2.049587, 0.869961, -0.597673], [-1.485974, 0.623457, 0.766461], [-0.708427, -0.505161, 1.002288], [0.405010, -0.793724, 0.273171], [-1.492316, 1.448897, -0.082665], [0.612592, -2.245460, 0.042264], [-2.636761, 0.420462, 1.657702], [2.262155, 1.583217, -1.756138], [1.165770, 0.052873, -0.327104], [-2.822849, 1.331370, 2.220436], [2.698023, 2.626188, -1.707796], [2.896616, 0.828140, -2.369920], [1.248833, 1.806705, -2.322025], [-3.527570, 0.329874, 0.906165], [-0.431742, -2.564907, 0.011308], [1.052849, -2.790440, 0.957354], [1.272852, -2.516683, -0.893873], [-2.558648, -0.504771, 2.220044]],
  "forces_ev_per_angstrom": [[-2.175, -2.620, 3.270], [-0.230, -0.763, -0.616], [0.198, -1.745, 1.878], [1.589, 1.418, -1.731], [1.388, 0.934, -0.991], [0.795, -1.346, 0.202], [-2.779, -0.072, -1.322], [-0.974, 0.957, -4.608], [0.897, 1.737, 0.024], [0.232, -0.176, 0.238], [0.127, -1.605, 0.669], [-0.790, 1.927, 0.401], [1.807, -0.775, 0.878], [1.485, 0.059, 1.510], [0.312, -0.475, -0.589], [-0.430, 1.314, -1.251], [-1.541, 0.885, 1.804], [0.090, 0.345, 0.234]],
  "nbo_charge": [-0.383, 0.056, -0.410, -0.209, -0.382, -0.417, -0.457, -0.444, 0.631, 0.216, 0.231, 0.222, 0.210, 0.212, 0.246, 0.224, 0.224, 0.228]
}

---

[3]
{
  "formula": "C3H8IOZn",
  "method": "ωB97M-V with the def2-TZVPD basis set",
  "homo_lumo_gap_ev": 3.97,
  "spin_multiplicity": 1,
  "e_tot_ha": -2271.01741,
  "total_charge": 1,
  "de_lowest_kcal_mol": 13.1,
  "homo_ev": -12.89,
  "species": ["I", "Zn", "O", "C", "C", "C", "H", "H", "H", "H", "H", "H", "H", "H"],
  "xyz": [[-7.059992, 10.050838, -11.004840], [-6.444812, 12.699087, -11.618245], [-9.798517, 8.452805, -13.138338], [-10.961620, 8.238200, -12.354251], [-11.675386, 9.527413, -11.981676], [-10.673621, 7.344127, -11.168580], [-11.686423, 7.722039, -12.989293], [-10.179820, 6.418674, -11.472139], [-11.568428, 7.100282, -10.599724], [-9.145836, 8.922077, -12.610266], [-11.802437, 10.109644, -12.894537], [-11.114972, 10.117580, -11.245510], [-9.911213, 7.794320, -10.516751], [-12.648935, 9.387763, -11.511936]],
  "forces_ev_per_angstrom": [[0.542, 2.135, -0.434], [-0.511, -2.148, 0.474], [-0.040, 0.061, -0.187], [-0.982, -0.306, 0.300], [0.421, 0.529, 0.191], [0.841, -0.244, 0.117], [0.403, -0.205, -0.298], [-0.342, -0.093, -0.267], [0.036, 0.095, 0.083], [-0.120, 0.041, 0.065], [-0.080, 0.150, 0.111], [0.222, 0.022, -0.163], [-0.343, 0.318, 0.211], [-0.046, -0.355, -0.202]],
  "nbo_charge": [-0.115, 1.112, -0.704, 0.086, -0.633, -0.626, 0.186, 0.225, 0.227, 0.439, 0.221, 0.181, 0.173, 0.227]
}